(1)
Below is a molecular structure, C41H35N10Sn in a non-equilibrium geometry, with properties calculated with ωB97M-V/def2-TZVPD.

- E_tot (eV) = -63812.59264
- LUMO energy (eV) = -3.38
- total charge = +1
- Kohn-Sham gap (eV) = 6.640

```
87
C41H35N10Sn ωB97M-V/def2-TZVPD
Sn -1.06 0.35 -1.35
N 1.71 2.09 -2.11
N 1.26 0.04 -3.99
N -0.15 1.13 1.21
N -1.46 -0.54 0.49
N -2.40 -2.70 0.06
N 4.15 1.37 1.52
N 1.71 -3.10 -2.41
N 3.65 1.30 -1.49
N 0.93 -1.25 -1.40
N -2.31 -1.49 -2.01
C 3.18 2.21 -0.53
C 1.56 -2.06 -0.44
C -2.65 -2.58 -1.25
C 2.52 -2.70 1.67
C -1.01 -0.80 2.77
C 3.88 2.46 0.76
C -0.53 -0.81 4.07
C 0.76 4.00 0.91
C 4.29 3.73 1.21
C 4.73 3.94 2.50
C 1.09 3.80 -0.39
C -0.86 -1.94 4.83
C 2.01 -3.22 -1.03
C -3.46 2.48 -1.01
C 0.90 3.15 2.10
C 2.77 -4.13 -0.28
C 1.13 -1.85 -2.53
C -1.47 -3.06 4.33
C 4.84 2.81 3.31
C -3.66 2.47 0.38
C -1.93 -1.79 0.80
C 2.02 2.80 -0.96
C 4.51 1.60 2.80
C -4.03 1.57 -1.87
C -0.84 0.11 1.54
C -2.60 -1.50 -3.32
C -4.41 1.43 0.82
C 0.54 1.84 2.20
C 0.69 -1.31 -3.86
C -1.90 -3.08 3.00
C -3.13 -2.56 -3.98
C -1.64 -1.94 2.22
C 1.82 -1.79 0.89
C -5.02 0.45 0.01
C -3.10 -3.74 -1.88
C -4.82 0.53 -1.38
C -3.08 3.47 1.32
C 3.02 -3.86 1.05
C -3.31 -3.73 -3.22
C 2.63 0.21 -3.55
C 2.73 1.22 -2.39
H 1.06 -1.95 -4.72
H 4.30 4.49 0.50
H -3.92 1.75 -2.97
H 0.19 4.94 1.05
H 3.66 -4.58 1.59
H -5.28 -0.18 -2.09
H -0.55 -1.93 5.88
H 5.10 2.94 4.33
H 1.09 3.66 3.02
H 1.16 0.36 -4.95
H 2.77 -2.56 2.72
H 4.58 0.73 3.45
H -4.57 1.34 1.88
H 0.77 4.61 -1.04
H -2.49 -3.87 2.56
H 3.12 -5.02 -0.67
H 0.68 1.33 3.17
H -3.63 3.55 2.24
H 3.32 0.47 -4.40
H -1.79 -3.83 5.00
H 1.64 -0.74 1.20
H 1.99 -3.74 -3.19
H -2.93 4.42 0.85
H 3.12 -0.69 -3.14
H -0.04 0.02 4.57
H -3.25 -2.52 -5.02
H -2.08 3.15 1.72
H -0.37 -1.45 -4.11
H -5.60 -0.35 0.41
H -2.81 3.31 -1.36
H -3.51 -4.62 -3.70
H 4.96 4.99 2.84
H 0.85 2.16 -2.63
H -3.25 -4.67 -1.31
H -2.51 -0.51 -3.82
```

(2)
Below is a molecular structure, C41H35N5O5RhTe, with properties calculated with ωB97M-V/def2-TZVPD.

- expectation value of S² = 0.7754
- E_tot (eV) = -71069.22114
- LUMO energy (alpha / beta) (eV) = -1.27 / -1.26
- spin multiplicity = 2
- Kohn-Sham gap (alpha / beta) (eV) = 6.224 / 6.303

```
88
C41H35N5O5RhTe ωB97M-V/def2-TZVPD
Te -2.33 0.89 -3.12
Rh 0.65 -0.19 -0.47
O -2.67 1.82 -1.48
O -2.56 2.90 -2.56
O 2.34 0.88 -1.52
O 1.68 -4.26 -0.45
O -0.82 0.23 3.35
N -0.17 1.84 0.29
N 1.51 -2.00 -0.03
N 0.52 -0.29 1.54
N 0.78 -1.58 -2.51
N 0.19 0.89 -2.04
C -4.41 1.10 -5.26
C 3.19 -3.04 3.14
C -2.53 -2.20 -2.75
C 0.74 3.02 -4.00
C -6.64 0.27 -3.83
C 1.94 -2.13 1.31
C 1.09 -3.85 -3.15
C 1.42 -3.12 -0.79
C -0.40 0.45 2.23
C 1.69 -1.20 3.54
C -2.41 -0.99 -2.06
C -5.65 0.99 -5.87
C -5.43 0.36 -3.17
C 1.70 2.16 -3.47
C -0.31 3.00 -0.33
C -4.30 0.77 -3.90
C -0.77 1.68 1.47
C 2.61 -2.13 4.00
C -5.37 0.02 -1.70
C -1.06 4.05 0.20
C 0.57 -1.26 -3.79
C 1.41 1.30 -2.30
C -2.87 -2.22 -4.22
C -2.02 -2.19 0.01
C 2.30 3.70 -5.69
C 1.05 -2.84 -2.21
C -2.36 -3.39 -2.05
C -8.12 0.48 -5.85
C 0.88 -3.53 -4.48
C -1.74 3.85 1.38
C 0.63 -2.20 -4.80
C -1.59 2.64 2.04
C 3.26 2.84 -5.17
C -2.09 -3.39 -0.69
C 2.96 2.07 -4.06
C 1.36 -1.20 2.18
C -6.78 0.57 -5.18
C -3.24 1.59 -6.07
C -2.18 -1.00 -0.68
C 1.05 3.79 -5.10
C 2.86 -3.05 1.79
H -1.94 -4.33 -0.17
H -3.94 -2.04 -4.38
H -5.74 1.25 -6.93
H -3.56 1.83 -7.08
H 4.23 2.78 -5.63
H 3.92 -3.75 3.51
H 1.31 -4.85 -2.81
H -8.03 0.53 -6.93
H -1.83 -2.18 1.07
H -2.05 2.42 2.99
H -2.43 -4.33 -2.58
H -2.19 -0.06 -0.15
H 3.31 -3.77 1.13
H -8.77 1.31 -5.53
H -2.36 4.63 1.79
H -2.81 2.50 -5.63
H -2.44 0.86 -6.15
H -2.32 -1.45 -4.77
H 2.54 4.31 -6.56
H 0.48 -1.89 -5.83
H 0.92 -4.29 -5.25
H -5.00 -0.99 -1.55
H -0.24 3.08 -3.53
H 3.70 1.40 -3.63
H -2.62 -3.18 -4.66
H -4.72 0.70 -1.16
H 0.36 -0.22 -4.00
H 0.31 4.47 -5.51
H -1.12 4.97 -0.36
H -7.52 -0.04 -3.27
H -8.63 -0.45 -5.59
H 2.87 -2.13 5.05
H 0.17 3.12 -1.29
H 1.23 -0.50 4.21
H -6.37 0.08 -1.27
```

(3)
Below is a molecular structure, C41H35N7O2S2TcTe in a non-equilibrium geometry, with properties calculated with ωB97M-V/def2-TZVPD.

- expectation value of S² = 3.8430
- E_tot (eV) = -88771.84139
- LUMO energy (alpha / beta) (eV) = -1.05 / -1.29
- spin multiplicity = 4
- Kohn-Sham gap (alpha / beta) (eV) = 5.123 / 6.147

```
89
C41H35N7O2S2TcTe ωB97M-V/def2-TZVPD
Te -2.11 2.15 -2.42
Tc 1.45 0.23 -0.28
S -4.10 4.98 -1.87
S 0.69 0.18 1.95
O 1.17 -0.54 -2.36
O -0.51 -0.41 -0.98
N 1.77 -0.67 4.20
N -2.40 -2.54 -1.08
N 2.64 1.36 3.33
N 4.29 -0.31 -0.28
N 3.38 0.66 -0.23
N 1.46 2.34 -0.57
N 2.37 -1.64 -0.14
C 0.06 -2.53 -3.87
C -2.90 -4.78 -0.23
C 3.07 4.21 -0.80
C 1.85 0.29 3.27
C 5.13 2.34 -0.54
C -5.90 -3.15 2.38
C 4.39 4.60 -0.88
C 0.75 3.95 -2.19
C 0.03 -0.97 -2.02
C -0.93 2.85 -0.66
C 3.24 0.64 5.52
C -1.38 5.29 -2.22
C -2.12 -3.97 -2.98
C -3.18 -3.41 -0.27
C 3.95 -3.91 -0.41
C -1.32 5.52 -0.68
C -4.87 -3.70 1.44
C -4.17 -2.86 0.56
C -0.60 -2.10 -2.70
C 4.54 -2.68 -0.34
C -1.72 -2.86 -2.22
C -0.36 -3.63 -4.58
C 0.46 3.07 -1.08
C 3.74 -1.53 -0.24
C -4.46 -1.39 0.48
C 1.82 -2.86 -0.17
C 2.42 -1.61 6.32
C 3.32 1.53 4.46
C -3.66 6.30 -0.79
C -4.59 -5.06 1.45
C -1.85 4.08 -0.50
C 2.75 2.86 -0.63
C 2.48 -0.51 5.31
C -2.47 4.21 -1.89
C 3.80 1.93 -0.45
C 2.55 -4.01 -0.32
C -1.46 -4.34 -4.13
C -3.62 -5.60 0.62
C -0.09 4.82 -2.78
C 5.42 3.66 -0.78
C -2.44 6.47 -0.31
H -2.22 7.30 0.35
H 0.91 -1.95 -4.20
H 5.90 1.59 -0.41
H -2.99 -4.53 -2.66
H 0.24 5.29 -3.69
H 5.61 -2.54 -0.39
H -5.33 -1.11 1.06
H 2.28 4.95 -0.87
H 0.74 -2.90 -0.06
H -5.13 -5.71 2.13
H -6.79 -2.82 1.84
H 1.73 3.81 -2.65
H 4.55 -4.80 -0.52
H -4.63 -1.10 -0.56
H 2.05 -4.97 -0.37
H -3.61 -0.81 0.85
H 2.45 -1.22 7.34
H -6.20 -3.90 3.11
H 6.45 3.99 -0.85
H -4.50 6.95 -0.55
H -1.76 6.13 -2.80
H 0.16 -3.92 -5.48
H -0.98 2.18 0.19
H -0.36 5.80 -0.25
H 4.62 5.65 -1.02
H 3.29 -2.27 6.20
H -3.40 -6.66 0.65
H -2.53 3.93 0.34
H 1.52 -2.20 6.17
H -2.11 -5.18 -0.84
H 3.96 2.40 4.51
H 3.76 0.82 6.45
H -1.81 -5.19 -4.69
H -2.14 -1.67 -0.64
H -5.50 -2.28 2.92
```

(4)
Below is a molecular structure, C41H36Br3Cl3N4O2Tc in a non-equilibrium geometry, with properties calculated with ωB97M-V/def2-TZVPD.

- expectation value of S² = 3.7935
- E_tot (eV) = -303039.41545
- LUMO energy (alpha / beta) (eV) = -6.64 / -7.54
- total charge = +2
- spin multiplicity = 4
- Kohn-Sham gap (alpha / beta) (eV) = 6.462 / 5.618

```
90
C41H36Br3Cl3N4O2Tc ωB97M-V/def2-TZVPD
Tc 0.08 -0.26 -0.25
Br -3.13 -4.96 -3.94
Br 0.49 4.90 -5.16
Br 3.81 0.69 -3.48
Cl 6.54 -4.43 -0.21
Cl 1.96 -2.86 -2.38
Cl 3.47 -1.13 2.60
O 1.44 -1.48 0.41
O 1.38 0.13 -1.69
N 0.45 1.39 1.04
N -1.11 -0.69 1.53
N -0.91 1.33 -1.49
N -0.89 -1.77 -1.44
C 2.46 2.54 0.20
C -3.34 -3.70 1.47
C -0.09 1.35 2.20
C 0.35 3.78 0.41
C 5.08 -3.53 -0.08
C -1.58 3.48 -3.17
C -1.42 -1.47 -2.64
C -0.02 1.84 -2.41
C -2.08 -2.39 -3.42
C 3.32 1.34 0.48
C -1.39 -4.20 2.75
C -3.13 1.36 -0.48
C -1.69 -2.00 1.84
C 0.25 -2.47 3.45
C 1.22 1.16 -2.48
C 3.65 -2.09 1.16
C 2.18 1.60 -3.39
C 2.28 4.81 -0.63
C -3.84 -1.43 0.60
C -2.13 1.88 -1.45
C 1.10 2.60 0.56
C -2.20 -3.69 -2.95
C -2.92 -2.39 1.30
C 2.64 -2.11 0.18
C -1.07 3.96 0.91
C 0.14 2.36 3.26
C -2.48 2.94 -2.30
C 4.83 -2.79 1.05
C -0.28 2.93 -3.24
C 1.95 2.71 -4.19
C 0.75 3.37 -4.11
C 3.03 3.66 -0.40
C -0.95 0.15 2.49
C -1.62 -4.02 -1.75
C -0.95 -2.88 2.65
C 2.98 -2.82 -0.99
C -0.97 -3.04 -1.03
C -1.61 0.03 3.81
C -2.56 -4.62 2.15
C 4.17 -3.53 -1.11
C 0.96 4.86 -0.21
H -3.49 3.33 -2.24
H -2.20 -0.87 3.88
H -1.07 4.51 1.85
H 0.59 1.87 4.13
H 4.08 3.63 -0.67
H -2.49 -2.09 -4.38
H -3.61 2.19 0.06
H 3.43 0.71 -0.41
H -0.88 0.05 4.62
H -3.57 -1.31 -0.46
H 4.32 1.65 0.77
H 2.72 3.06 -4.87
H -3.93 0.83 -1.01
H -1.65 4.54 0.19
H -0.81 -4.89 3.35
H -1.31 -0.45 -3.00
H 2.73 5.66 -1.12
H -1.58 3.01 1.08
H 2.91 0.72 1.27
H 5.56 -2.75 1.85
H -2.26 0.90 3.96
H -4.30 -3.99 1.06
H -0.47 -3.29 -0.10
H -4.86 -1.81 0.63
H -0.80 2.81 3.60
H -1.85 4.31 -3.81
H 0.81 3.15 2.93
H -3.85 -0.45 1.08
H 0.94 -3.30 3.54
H -2.89 -5.65 2.25
H -2.67 0.69 0.22
H 0.78 -1.64 3.02
H -1.65 -5.03 -1.37
H -0.06 -2.21 4.47
H 0.39 5.77 -0.35
H 4.38 -4.07 -2.02
```

(5)
Below is 9 unconnected molecules or ions with the total composition C41H36ClF8NO28 in a non-equilibrium geometry, with properties calculated with ωB97M-V/def2-TZVPD.

- E_tot (eV) = -136184.50650
- LUMO energy (eV) = -0.35
- Kohn-Sham gap (eV) = 8.307

```
115
C41H36ClF8NO28 ωB97M-V/def2-TZVPD
Cl -5.41 6.65 -0.12
F 2.76 2.57 5.67
F 1.98 0.01 -4.20
F -4.77 -5.20 -2.25
F -0.65 -5.27 1.85
F 3.56 -6.34 -6.57
F 0.77 -5.99 9.56
F -1.79 10.01 2.13
F 4.37 2.37 1.58
O 4.64 0.48 0.37
O -0.03 -8.24 7.08
O 3.28 -4.16 -6.08
O 5.58 -0.95 -1.09
O 5.92 3.91 5.72
O -4.51 -0.76 -2.85
O 1.74 -2.95 -2.46
O 1.28 -2.17 -0.40
O 6.78 3.03 3.84
O -2.42 7.01 0.57
O -2.94 -5.19 -3.57
O -0.61 -7.74 9.20
O -1.77 -9.29 8.04
O -7.73 6.03 -1.22
O 3.71 -1.94 -6.03
O -2.51 2.26 -0.85
O 4.71 2.43 4.54
O -1.65 -3.76 -2.42
O 1.74 -0.75 -2.08
O -8.46 0.82 -3.68
O -0.69 8.35 1.06
O 1.72 -3.78 3.86
O -0.32 6.31 0.17
O -0.12 -5.06 4.03
O 6.80 0.71 -0.19
O 4.68 -3.25 -7.58
O 1.13 -4.63 5.86
O -0.99 -4.49 -4.44
N -6.69 -0.06 -2.40
C 0.79 -7.14 7.49
C 0.97 1.43 -0.02
C -0.89 -8.50 8.10
C -0.20 -4.39 2.78
C -2.75 1.93 -2.24
C -4.14 2.48 -2.52
C -5.66 4.32 -2.78
C 1.92 -2.31 -3.73
C 0.94 -4.50 4.69
C -5.33 0.11 -2.69
C 4.63 3.85 6.34
C -1.78 -4.48 -3.56
C -1.85 9.16 1.07
C 1.49 2.70 0.10
C 5.23 1.34 1.33
C 3.44 -5.11 -7.12
C -6.56 6.15 -1.40
C -1.07 7.14 0.56
C -5.21 1.63 -2.70
C 5.89 3.12 4.63
C -0.64 3.67 -0.45
C -5.96 5.83 -2.78
C -1.17 2.41 -0.55
C 2.40 -0.95 -3.33
C 1.56 -1.98 -1.55
C -0.37 1.30 -0.33
C -6.50 2.14 -2.94
C 0.70 -7.22 8.99
C 4.72 -4.67 -7.78
C 5.67 -0.01 -0.38
C 0.73 3.85 -0.10
C 3.87 -3.01 -6.52
C -7.42 0.93 -3.08
C -4.38 3.85 -2.57
C 6.45 1.83 0.63
C -3.41 -5.20 -2.23
C 1.23 -4.00 2.53
C 4.10 2.53 5.82
C -6.75 3.48 -2.98
C -2.95 8.15 1.25
C -2.87 -3.91 -1.68
H -2.68 -3.96 -0.61
H -3.05 -6.10 -1.72
H -7.76 3.83 -3.16
H -0.81 0.31 -0.41
H -5.06 6.42 -3.00
H 1.59 0.56 0.13
H 4.38 1.67 6.43
H 4.71 3.88 7.42
H 0.38 -6.22 7.10
H 2.56 -5.09 -7.77
H 1.81 -7.25 7.13
H 3.48 -0.87 -3.19
H 6.25 2.70 0.00
H 1.80 -4.79 2.05
H 5.42 0.79 2.25
H 0.96 -2.28 -4.26
H -3.52 -3.06 -1.89
H -3.13 7.90 2.30
H 5.60 -5.08 -7.28
H -1.91 9.73 0.15
H 7.25 2.08 1.32
H 1.19 4.82 0.03
H 1.31 -3.09 1.93
H -2.75 0.85 -2.40
H 1.43 -7.88 9.46
H -1.26 4.55 -0.61
H 2.63 -2.84 -4.34
H 2.54 2.83 0.37
H 4.76 -4.91 -8.84
H -6.70 6.03 -3.56
H -1.96 2.40 -2.85
H 4.03 4.69 6.00
H -3.59 4.58 -2.42
H -7.07 -1.00 -2.35
H -3.89 8.46 0.79
H -0.90 -3.56 2.86
```

Record order is preserved below.
Molecular weight: 786.51, 908.27, 947.51, 1060.84, 1178.15 g/mol